*one*
Below is a structure of composition C4H4O, with properties calculated with ωB97M-V/def2-TZVPD.

Output
- HOMO energy (spin up / spin down): -8.9 / -8.9 eV
- Kohn-Sham gap (spin up / spin down): 8.95 / 8.84 eV

XYZ file:
```
9
C4H4O (ωB97M-V/def2-TZVPD)
O 1.81 0.02 -0.02
C -0.21 1.44 0.10
C -0.31 -1.48 -0.06
C 0.90 -0.99 0.06
C 0.99 1.04 -0.06
H -0.49 2.46 -0.20
H -0.26 -2.43 0.37
H -1.26 -0.97 -0.41
H -1.16 0.91 0.23
```

=====

*two*
Below is a cluster of 2 separate species, C4H4O in total, with properties calculated with ωB97M-V/def2-TZVPD.

Output
- HOMO energy: -9.3 eV
- Kohn-Sham gap: 9.06 eV

XYZ file:
```
9
C4H4O (ωB97M-V/def2-TZVPD)
O 2.02 -0.08 2.44
C 1.29 0.06 1.51
C 0.17 -0.60 0.68
C 0.61 0.81 0.52
C 0.48 -0.26 -0.65
H -1.33 -1.17 1.63
H 0.22 1.79 0.40
H 1.47 -0.61 -1.00
H -0.20 0.00 -1.40
```

=====

Computed relative energies in units of kJ/mol: *one* 76.8; *two* 0.0

=====

*one*
Below is an isolated molecule of C2H5N3, with properties calculated with ωB97M-V/def2-TZVPD.

Output
- HOMO energy: -9.1 eV
- SMILES: C1CNN=N1
- Kohn-Sham gap: 10.19 eV

XYZ file:
```
10
C2H5N3 (ωB97M-V/def2-TZVPD)
N 0.95 -0.44 -1.23
N -0.21 1.39 -1.42
N 0.58 0.60 -1.93
C 0.08 -0.40 0.18
C -0.65 0.87 -0.08
H -0.68 1.57 0.76
H 1.36 -1.17 -1.66
H -0.63 -1.19 0.06
H 0.68 -0.42 1.10
H -1.63 0.67 -0.33
```

=====

*two*
Below is an isolated molecule of C2H5N3, with properties calculated with ωB97M-V/def2-TZVPD.

Output
- HOMO energy: -9.5 eV
- SMILES: CN(N)C#N
- Kohn-Sham gap: 10.42 eV

XYZ file:
```
10
C2H5N3 (ωB97M-V/def2-TZVPD)
N -2.41 0.44 0.28
N -0.19 -0.25 -0.54
N 0.28 -1.41 0.05
C 0.83 1.12 0.08
C -1.37 0.21 -0.18
H 0.34 -2.02 -0.75
H 0.86 0.77 1.07
H 1.61 0.94 -0.54
H -0.21 -1.71 0.80
H 0.26 1.92 -0.26
```

=====

*three*
Below is an isolated molecule of C2H5N3, with properties calculated with ωB97M-V/def2-TZVPD.

Output
- HOMO energy: -9.3 eV
- SMILES: C[C@@H]1N=NN1
- Kohn-Sham gap: 10.21 eV

XYZ file:
```
10
C2H5N3 (ωB97M-V/def2-TZVPD)
N -0.37 -1.21 0.46
N -1.75 -0.10 -0.40
N -1.74 -1.00 0.45
C -0.12 -0.21 -0.51
C 0.77 0.90 -0.04
H 0.01 -0.56 -1.53
H 0.13 -1.39 1.33
H 0.41 1.38 0.87
H 0.88 1.67 -0.82
H 1.78 0.52 0.18
```

=====

*four*
Below is an isolated molecule of C2H5N3, with properties calculated with ωB97M-V/def2-TZVPD.

Output
- HOMO energy: -9.8 eV
- SMILES: N#CC(N)N
- Kohn-Sham gap: 10.55 eV

XYZ file:
```
10
C2H5N3 (ωB97M-V/def2-TZVPD)
N 0.44 -1.27 -0.14
N 0.38 1.28 -0.12
N -2.56 -0.01 -0.25
C -1.48 0.08 0.11
C -0.02 0.03 0.40
H 1.29 1.58 0.24
H 0.60 -1.23 -1.10
H 0.53 1.32 -1.12
H 0.87 -1.95 0.44
H -0.06 0.17 1.55
```

=====

Computed relative energies in units of kJ/mol: *one* 128.0; *two* 210.0; *three* 169.9; *four* 0.0

=====

*one*
Below is a cluster of 4 separate species, C3H12O3 in total, with properties calculated with ωB97M-V/def2-TZVPD.

Output
- HOMO energy: -9.6 eV
- SMILES: C=CC.O.O.O
- Kohn-Sham gap: 10.32 eV

XYZ file:
```
18
C3H12O3 (ωB97M-V/def2-TZVPD)
O 0.33 0.09 1.75
O -2.18 -0.58 0.83
O -0.46 -2.71 1.84
C 0.66 1.78 -2.04
C 0.31 0.33 -1.68
C 1.92 2.20 -1.91
H -2.93 -0.67 1.40
H -0.50 -0.08 -2.28
H -1.79 -1.48 0.83
H 1.22 -0.23 -1.93
H -0.19 2.44 -2.22
H 2.62 1.44 -1.58
H 0.28 0.26 -0.59
H 2.17 3.25 -1.98
H 0.88 -0.08 1.01
H -0.20 -1.85 2.19
H 0.01 -3.34 2.42
H -0.58 0.25 1.48
```

=====

*two*
Below is a cluster of 3 separate species, C3H12O3 in total, with properties calculated with ωB97M-V/def2-TZVPD.

Output
- HOMO energy: -10.2 eV
- SMILES: CCCO.O.O
- Kohn-Sham gap: 10.95 eV

XYZ file:
```
18
C3H12O3 (ωB97M-V/def2-TZVPD)
O 4.49 -2.87 1.23
O 1.67 -3.44 1.04
O -0.13 1.65 -1.61
C -2.84 1.81 -0.67
C -0.37 1.60 -0.21
C -1.74 0.94 -0.01
H -1.93 0.69 1.04
H 0.87 -3.46 0.54
H 3.60 -2.53 1.36
H -2.67 1.91 -1.74
H -3.75 1.20 -0.65
H -0.37 2.63 0.16
H 5.32 -2.60 1.63
H -0.40 2.47 -2.02
H -1.70 0.08 -0.68
H 0.38 0.96 0.27
H 2.39 -3.82 0.53
H -2.80 2.79 -0.19
```

=====

Computed relative energies in units of kJ/mol: *one* 0.0; *two* 12.0

=====

*one*
Below is a cluster of 3 separate species, C5H15N3O in total, with properties calculated with ωB97M-V/def2-TZVPD.

Output
- HOMO energy (spin up / spin down): -7.8 / -7.8 eV
- Kohn-Sham gap (spin up / spin down): 7.49 / 7.49 eV

XYZ file:
```
24
C5H15N3O (ωB97M-V/def2-TZVPD)
O 0.86 -1.75 -2.94
N -0.73 0.76 0.83
N -0.89 -2.01 -1.50
N 0.54 -0.21 -1.24
C 1.79 0.42 -1.64
C 0.90 -0.69 0.97
C -0.25 1.99 1.44
C 0.25 -1.34 -1.95
C -2.01 0.28 1.32
H -1.15 -1.92 -0.53
H -2.34 -0.56 0.72
H 1.06 -1.64 0.49
H -0.02 1.82 2.49
H -0.98 -2.94 -1.87
H 1.74 -0.02 0.94
H -2.78 1.06 1.29
H 0.65 2.32 0.93
H -1.91 -0.05 2.36
H 2.67 -0.18 -1.38
H -0.56 0.67 -0.19
H 1.88 1.39 -1.14
H 1.83 0.58 -2.72
H -0.99 2.79 1.38
H 0.44 -0.79 1.95
```

=====

*two*
Below is a cluster of 2 separate species, C5H15N3O in total, with properties calculated with ωB97M-V/def2-TZVPD.

Output
- HOMO energy: -8.6 eV
- SMILES: C=NN(N)O.CC(C)C
- Kohn-Sham gap: 9.56 eV

XYZ file:
```
24
C5H15N3O (ωB97M-V/def2-TZVPD)
O -1.96 0.83 -0.71
N -1.93 1.38 0.62
N -2.45 0.52 1.55
N -0.79 2.01 0.84
C -0.04 -1.91 -0.67
C 1.30 -1.23 -0.91
C 1.19 -0.18 -2.01
C 1.83 -0.59 0.37
C -0.36 2.27 2.00
H -1.98 -0.39 1.55
H 2.02 -2.00 -1.23
H 2.18 0.11 -2.37
H 0.53 2.87 2.07
H -0.84 -1.16 -0.62
H -0.04 -2.46 0.27
H 1.97 -1.33 1.15
H 2.79 -0.10 0.19
H -0.28 -2.60 -1.47
H -3.45 0.39 1.39
H 0.70 0.71 -1.62
H -1.30 1.32 -1.22
H 0.62 -0.56 -2.86
H -0.83 1.92 2.93
H 1.13 0.17 0.74
```

=====

*three*
Below is a structure of composition C5H15N3O, with properties calculated with ωB97M-V/def2-TZVPD.

Output
- HOMO energy: -8.2 eV
- Kohn-Sham gap: 9.07 eV

XYZ file:
```
24
C5H15N3O (ωB97M-V/def2-TZVPD)
O 0.20 -0.34 -1.77
N 0.74 -0.97 0.36
N -2.42 -0.37 -1.08
N 0.73 -2.34 -0.02
C 1.39 -0.73 1.62
C -2.20 0.04 0.20
C 1.89 0.97 -0.71
C -1.08 1.60 0.27
C 0.73 -0.02 -0.69
H -1.51 2.24 -0.50
H 1.21 -1.59 2.26
H 1.98 1.51 0.24
H 1.72 1.70 -1.49
H 2.48 -0.61 1.51
H -0.20 -2.54 -0.39
H -3.07 0.21 -1.61
H -3.10 0.34 0.73
H 0.97 0.16 2.09
H -1.54 -0.63 0.74
H -1.52 -0.50 -1.60
H 2.81 0.43 -0.89
H 1.37 -2.46 -0.81
H -0.09 2.05 0.30
H -1.49 1.88 1.23
```

=====

Computed relative energies in units of kJ/mol: *one* 24.5; *two* 31.6; *three* 0.0

=====

*one*
Below is a cluster of 2 separate species, C5H15N3O in total, with properties calculated with ωB97M-V/def2-TZVPD.

Output
- HOMO energy: -7.7 eV
- SMILES: C[C@H](N)CO.C=C(N)N
- Kohn-Sham gap: 8.59 eV

XYZ file:
```
24
C5H15N3O (ωB97M-V/def2-TZVPD)
O -0.76 -0.54 -2.15
N -1.27 2.17 1.19
N 1.14 -2.05 -1.01
N -2.61 0.35 0.50
C 1.09 -0.67 -0.54
C 0.28 0.16 -1.52
C -1.47 0.78 1.15
C -0.73 -0.07 1.91
C 2.45 -0.05 -0.24
H 2.96 -0.61 0.55
H -0.88 2.50 2.06
H 2.33 0.98 0.10
H -3.37 -0.25 0.76
H -2.92 0.76 -0.36
H 3.08 -0.04 -1.13
H -0.22 0.96 -0.89
H -1.06 -1.09 2.06
H 0.00 0.31 2.59
H 0.92 0.61 -2.29
H 1.79 -2.14 -1.79
H -2.03 2.74 0.85
H 1.43 -2.67 -0.27
H 0.45 -0.65 0.44
H -0.60 -1.48 -1.96
```

=====

*two*
Below is a cluster of 2 separate species, C5H15N3O in total, with properties calculated with ωB97M-V/def2-TZVPD.

Output
- HOMO energy: -9.0 eV
- SMILES: N/N=[NH+]\[O-].CC(C)(C)C
- Kohn-Sham gap: 9.86 eV

XYZ file:
```
24
C5H15N3O (ωB97M-V/def2-TZVPD)
O 2.12 0.90 -0.59
N 2.38 2.91 -2.18
N 1.33 2.08 -2.35
N 1.31 1.09 -1.59
C -0.77 -0.80 0.68
C 0.29 -1.13 -0.39
C -1.62 -2.04 0.97
C -0.06 -0.35 1.97
C -1.67 0.33 0.17
H 2.20 3.83 -2.56
H -2.45 0.55 0.90
H -0.79 -0.09 2.74
H -2.38 -1.82 1.73
H 0.57 -1.15 2.37
H -1.01 -2.86 1.34
H 0.89 -2.00 -0.07
H -1.09 1.24 0.00
H 0.55 0.14 -1.38
H 1.27 -0.37 -0.28
H 2.84 2.85 -1.28
H 0.57 0.52 1.79
H -2.14 -2.38 0.07
H -2.15 0.05 -0.76
H -0.19 -1.51 -1.30
```

=====

Computed relative energies in units of kJ/mol: *one* 0.0; *two* 286.7